1.
# C16H31F3N2O10PS4

A molecular structure, C16H31F3N2O10PS4 at a distorted geometry (ωB97M-V/def2-TZVPD, the Open Molecules 2025 dataset).

Last column: Mulliken charge in e.
Geometry (Å):
H1 0.061 -3.910 -0.615  0.451
O1 1.409 -0.750 -5.969  -0.633
C1 2.057 1.208 -0.797  -0.592
H2 3.070 -4.134 -1.191  0.355
H3 3.561 1.467 0.742  0.256
S1 -2.711 -1.271 -0.058  1.871
H4 -3.545 2.936 1.946  0.311
H5 -3.245 4.492 1.155  0.430
H6 4.076 -2.011 0.725  0.241
O2 -0.517 0.618 -1.235  -0.572
H7 1.898 0.388 -1.480  0.023
C2 -3.581 0.088 2.065  -1.598
H8 -4.249 3.235 0.372  0.393
H9 -3.715 0.981 2.670  0.414
C3 1.064 2.822 3.219  -1.354
O3 -3.504 -1.212 -1.222  -0.826
H10 1.551 0.809 1.276  -0.003
C4 2.154 -1.924 1.717  -0.468
C5 1.097 -3.663 -0.408  -0.585
C6 -0.414 2.627 2.965  0.196
O4 -1.064 -3.499 -5.038  -0.571
H11 -2.121 3.352 3.199  0.321
H12 -3.501 0.881 0.142  0.793
P1 1.370 -1.891 0.020  0.373
C7 -0.285 0.527 0.146  -1.682
H13 -0.406 1.528 -1.548  0.741
H14 1.182 3.323 4.169  0.461
H15 1.777 -4.932 -2.045  0.387
H16 4.130 1.930 -0.865  0.356
F1 -0.702 -2.230 -7.010  -0.280
C8 -0.268 -1.026 0.369  0.340
H17 3.924 -0.656 1.868  0.256
H18 -1.754 1.092 3.165  0.759
H19 -4.550 -0.338 1.844  0.417
S2 -1.453 -2.244 -5.600  1.060
H20 -3.023 -0.611 2.678  0.367
H21 0.864 2.275 0.574  0.470
C9 -1.463 1.182 0.958  2.557
H22 -0.223 0.568 2.648  0.146
O5 -2.348 2.603 -1.163  -0.734
F2 0.823 0.506 -4.065  -0.268
H23 1.510 1.831 3.307  0.255
H24 1.897 2.127 -1.356  0.776
C10 2.058 -3.997 -1.570  -1.030
O6 -1.211 -1.574 -0.545  -0.083
H25 4.117 -2.243 2.503  0.373
H26 1.889 -2.832 2.252  0.743
H27 1.700 -1.111 2.281  0.053
H28 1.423 -4.258 0.442  0.378
C11 -3.388 3.431 0.995  -1.292
N1 -0.895 -0.954 -4.889  -0.290
H29 3.942 0.236 -0.499  0.270
O7 -3.213 -2.256 0.833  -0.850
S3 0.677 -0.928 -4.756  1.079
O8 -2.818 -2.098 -5.982  -0.642
C12 3.674 -1.691 1.679  -1.238
S4 -1.902 2.799 0.183  1.885
O9 1.246 -1.801 -3.775  -0.549
O10 -0.821 3.748 0.208  -0.749
C13 3.523 1.218 -0.315  -1.340
H30 1.554 3.322 2.393  0.260
C14 -0.985 1.303 2.430  -0.988
C15 1.077 1.227 0.394  -0.725
C16 -2.797 0.362 0.778  -0.986
H31 2.127 -3.196 -2.305  0.216
F3 -0.678 -1.388 1.658  -0.396
N2 -1.135 3.586 3.334  -0.709

Force components x, y, z for each atom (eV/Å):
-0.14 0.13 -0.18
-0.20 -0.17 -0.24
0.40 0.54 0.21
0.11 -0.02 0.20
0.29 -0.01 0.14
-1.68 -0.63 -1.18
-0.04 0.05 0.15
0.15 0.14 -0.05
0.36 -0.02 0.00
-0.50 -0.21 -0.19
-0.15 -0.17 -0.04
0.56 -0.08 0.32
0.06 -0.05 -0.36
-0.14 0.25 -0.17
-0.29 -1.39 -0.12
-0.12 0.99 -1.58
0.13 -0.01 0.19
-0.50 0.49 -0.11
0.41 0.00 0.07
0.65 0.17 -0.36
0.28 0.13 0.26
0.07 0.23 0.07
0.28 0.07 -0.67
1.13 0.77 -0.56
0.68 0.78 -1.07
-0.05 -0.22 0.00
0.11 0.42 -0.03
-0.13 -0.05 -0.19
0.03 0.14 -0.05
0.09 0.02 0.01
0.40 -1.05 -0.24
0.02 0.31 -0.30
-0.38 -0.15 -0.26
-0.13 -0.08 -0.08
-0.66 -0.69 -0.76
-0.11 -0.24 0.14
0.00 0.05 0.32
-0.08 -0.59 0.39
0.04 -0.35 -0.35
-0.70 -0.98 -0.54
-0.46 -0.06 0.01
0.33 0.01 0.02
-0.18 0.06 -0.21
0.03 0.15 0.07
-0.40 0.25 1.53
0.30 -0.25 -0.07
0.00 -0.19 -0.03
-0.14 0.02 0.17
-0.29 -0.07 0.31
0.38 -0.42 0.76
0.22 -0.36 -0.30
0.23 -0.20 0.30
1.00 -0.67 1.51
1.15 0.89 0.65
-0.13 0.50 0.39
-0.55 -0.46 0.34
-0.08 1.34 -1.58
-0.28 -0.17 0.03
0.46 -0.04 1.46
-0.54 -0.09 -0.36
0.06 0.31 -0.01
0.43 0.75 0.78
-0.18 -0.38 0.08
0.14 -0.19 0.87
-0.35 -0.21 -0.08
-0.21 0.51 0.14
-1.17 0.45 0.46

Computed properties:
Kohn-Sham gap   8.347 eV
Strongest force on any atom   2.15 eV/A
Total charge   -1

***

2.
# C3H5O3P

A molecular structure, C3H5O3P at a distorted geometry (ωB97M-V/def2-TZVPD, the Open Molecules 2025 dataset).

Last column: Löwdin spin population.
Geometry (Å):
P1 1.615 -0.399 -0.184  0.409
O1 -0.244 -1.487 -1.382  0.629
O2 2.890 -0.516 -0.806  0.170
C1 -0.313 -1.407 0.963  0.358
C2 0.788 1.272 -0.156  0.112
C3 -0.834 -1.754 -0.198  0.076
H1 1.467 2.021 0.104  0.015
H2 -1.863 -2.079 -0.153  0.001
H3 -0.181 1.234 0.396  0.004
O3 1.133 -1.229 1.030  0.203
H4 0.483 1.383 -1.257  0.005
H5 -0.640 -1.494 1.961  0.018

Force components x, y, z for each atom (eV/Å):
-3.81 2.39 -4.08
-2.66 -1.79 3.27
4.47 0.05 -0.12
5.78 0.02 2.22
-1.33 -1.64 -1.43
-0.67 0.74 -5.96
0.75 1.56 0.65
-0.36 -0.19 -0.38
0.99 0.21 -0.06
-2.83 -1.22 3.70
0.64 -0.03 1.54
-0.97 -0.10 0.66

Computed properties:
Kohn-Sham gap (spin up / spin down)   6.133 / 8.062 eV
ΔE to the lowest compared entry with this formula, charge and spin   41.2 kJ/mol
Strongest force on any atom   6.19 eV/A
Multiplicity   3
Total charge   0
⟨S²⟩   2.03

***

3.
# C3H9Cl2NP

A gas-phase ion, C3H9Cl2NP (charge +1) at a distorted geometry (ωB97M-V/def2-TZVPD, the Open Molecules 2025 dataset).

Last column: Mulliken charge in e.
Geometry (Å):
H1 1.768 -1.833 0.608  0.312
N1 0.185 -0.476 -0.178  0.043
C1 -1.188 -0.637 -0.709  -1.063
H2 0.185 -1.864 1.245  0.375
C2 0.647 2.245 -0.431  -0.832
H3 -0.369 2.414 -0.846  0.320
P1 1.114 0.563 -1.041  0.825
Cl1 3.028 0.383 -0.980  -0.099
H4 0.410 -2.645 -0.296  0.326
Cl2 0.491 0.441 -3.033  -0.137
H5 -1.748 -1.109 0.049  0.364
C3 0.674 -1.757 0.286  -0.937
H6 -1.199 -1.266 -1.574  0.435
H7 0.464 1.941 0.634  0.339
H8 -1.425 0.430 -1.001  0.341
H9 1.350 3.086 -0.372  0.386

Force components x, y, z for each atom (eV/Å):
-1.27 0.55 -0.97
1.33 -0.74 -1.04
1.01 2.71 -0.63
-0.28 -0.39 0.31
-0.76 -1.69 1.28
0.80 0.48 0.05
-1.99 1.87 -1.40
0.59 -0.55 0.25
0.07 0.49 -0.45
0.89 0.18 1.30
-1.01 0.09 0.96
1.70 -1.12 2.12
0.07 -0.33 -0.68
0.09 0.47 -0.65
-1.04 -1.55 0.43
-0.19 -0.46 -0.86

Computed properties:
Structure (SMILES)   C[N+](C)=P(C)(Cl)Cl
Kohn-Sham gap   10.829 eV
ΔE to the lowest compared entry with this formula, charge and spin   22.8 kJ/mol
Strongest force on any atom   3.07 eV/A
Total charge   +1

***

4.
# C6H6

A molecular structure, C6H6 at a distorted geometry (ωB97M-V/def2-TZVPD, the Open Molecules 2025 dataset).

Last column: Mulliken charge in e.
Geometry (Å):
H1 -0.676 -0.380 1.185  0.382
C1 0.905 -0.848 -0.322  0.563
H2 -0.769 1.528 -0.397  0.287
C2 2.078 -0.340 0.106  0.266
C3 -1.551 0.774 -0.416  -1.023
H3 -1.731 -1.251 0.132  0.270
C4 -0.046 -1.406 -0.904  -1.250
H4 -2.425 1.175 0.112  0.308
H5 -1.870 0.653 -1.450  0.314
H6 4.079 0.467 0.763  0.417
C5 -0.985 -0.477 0.139  -0.191
C6 3.140 0.090 0.457  -0.342

Force components x, y, z for each atom (eV/Å):
0.24 0.09 -0.20
-0.07 -1.03 -1.09
-0.07 0.38 -0.14
0.65 0.52 0.59
0.18 1.04 -0.81
-0.58 -0.13 0.59
0.16 0.72 -0.08
0.27 -0.34 0.31
0.13 -0.11 -0.09
0.22 0.09 0.07
-1.31 -1.33 0.75
0.17 0.11 0.10

Computed properties:
Kohn-Sham gap   9.564 eV
ΔE to the lowest compared entry with this formula, charge and spin   602.0 kJ/mol
Strongest force on any atom   2.01 eV/A
Total charge   0

***

5.
# C7H15NO2

C7H15NO2 in the gas phase at a distorted geometry (ωB97M-V/def2-TZVPD, the Open Molecules 2025 dataset).

Last column: Mulliken charge in e.
Geometry (Å):
H1 -0.862 -3.267 0.715  0.387
H2 1.796 -1.022 1.778  0.296
C1 1.861 0.017 1.430  -1.417
H3 0.916 -1.832 -0.307  0.496
H4 -0.984 2.157 -1.576  0.292
H5 0.979 -0.185 -2.079  0.344
C2 -0.127 0.041 -0.228  2.020
C3 0.614 0.643 -1.459  -0.836
H6 1.461 1.263 -1.114  0.215
C4 -1.543 0.587 -0.450  0.166
H7 -0.565 -1.798 -1.248  0.474
H8 -0.418 -1.965 1.831  0.278
N1 -0.391 1.394 -2.198  -0.529
H9 2.549 0.046 0.574  0.330
O1 -1.857 2.002 -0.032  -0.616
H10 2.313 0.608 2.237  0.422
C5 -0.130 -1.493 -0.288  -1.230
H11 -1.924 -1.857 0.900  0.334
H12 0.603 1.683 1.007  0.527
C6 -0.874 -2.178 0.854  -1.295
O2 -2.498 -0.009 -0.890  -0.539
H13 -1.175 2.311 0.575  0.385
C7 0.490 0.589 1.079  -1.191
H14 -0.025 1.861 -3.019  0.238
H15 -0.208 0.404 1.909  0.446

Force components x, y, z for each atom (eV/Å):
-0.01 0.27 0.06
0.01 0.24 -0.13
0.16 -0.11 0.08
-0.19 0.15 0.02
2.51 -2.23 -2.30
0.05 0.31 0.01
0.20 0.71 -0.08
-0.24 0.34 0.30
-0.03 -0.30 -0.14
-3.47 -0.02 0.83
0.01 0.12 0.16
-0.06 -0.06 -0.22
-1.25 2.68 0.51
-0.16 0.00 0.17
0.69 -2.31 -0.21
-0.10 -0.18 -0.19
-0.08 -0.03 -0.06
0.28 -0.09 -0.07
-0.07 -0.24 -0.10
-0.15 -0.11 0.18
1.95 0.86 0.92
0.08 -0.02 0.03
-0.31 0.07 0.24
0.02 -0.10 0.08
0.18 0.04 -0.10

Computed properties:
Structure (SMILES)   CCC(CC)(CN)C(=O)O
Kohn-Sham gap   9.784 eV
ΔE to the lowest compared entry with this formula, charge and spin   155.4 kJ/mol
Strongest force on any atom   4.07 eV/A
Total charge   0

***

6.
# C3H3I2N

C3H3I2N in the gas phase at a distorted geometry (ωB97M-V/def2-TZVPD, the Open Molecules 2025 dataset).

Last column: Mulliken charge in e.
Geometry (Å):
H1 -1.990 -0.337 -1.936  0.397
I1 -3.152 -1.053 0.306  0.039
C1 -0.673 -1.875 -1.079  0.706
H2 1.298 0.750 0.453  0.325
I2 2.047 -1.712 0.220  0.427
C2 -1.564 -0.919 -1.140  -0.700
N1 0.274 -2.537 -1.078  -0.677
C3 1.000 -0.107 0.845  -0.820
H3 0.924 0.060 1.873  0.303

Force components x, y, z for each atom (eV/Å):
0.88 0.01 -0.40
0.44 -0.03 -0.25
-1.27 2.25 -0.81
1.24 3.58 -2.63
-0.90 1.41 0.49
-2.50 0.77 1.69
2.67 -3.53 -0.09
0.15 -3.69 0.24
-0.71 -0.77 1.76

Computed properties:
Kohn-Sham gap (spin up / spin down)   6.444 / 6.442 eV
ΔE to the lowest compared entry with this formula, charge and spin   456.6 kJ/mol
Strongest force on any atom   4.61 eV/A
Total charge   0